Below is a 6-piece molecular cluster, C6H12Cl12 overall in a non-equilibrium geometry, with properties calculated with ωB97M-V/def2-TZVPD.

Calculated values
SMILES: ClCCl.ClCCl.ClCCl.ClCCl.ClCCl.ClCCl
Relative energy (zero: lowest compared OMol25 entry of this formula, charge and spin) (kJ/mol): 82.7
Highest occupied orbital energy (eV): -10.921

The geometry in XYZ format:
```
30
Properties=species:S:1:pos:R:3:forces:R:3:lowdin_charge:R:1
Cl -12.877 21.600 -8.855 0.4 0.0 -0.4 0.4953
C -14.583 21.763 -8.484 0.0 0.0 0.2 -1.0302
Cl -14.791 21.507 -6.734 -0.4 0.1 -0.2 0.4798
H -14.892 22.770 -8.763 -0.1 -0.2 0.2 0.0274
H -15.137 21.006 -9.040 0.1 0.1 0.2 0.0277
Cl -2.446 10.937 -8.608 0.0 1.1 0.2 0.4493
C -1.733 12.587 -8.321 0.4 -0.5 -0.6 -0.9889
Cl -0.460 12.476 -7.097 -0.1 0.2 -0.1 0.4889
H -1.277 12.877 -9.267 0.0 -0.2 0.2 0.0185
H -2.434 13.374 -8.044 -0.3 -0.7 0.2 0.0321
Cl -6.343 11.779 -3.571 0.3 0.4 -0.1 0.4827
C -7.335 10.474 -4.229 0.4 0.4 0.0 -1.0439
Cl -8.428 9.939 -2.974 -0.4 -0.5 0.1 0.5070
H -7.915 10.884 -5.056 0.2 -0.3 0.1 0.0268
H -6.627 9.694 -4.508 -0.5 0.0 -0.1 0.0275
Cl -8.321 14.679 -9.320 0.1 -0.2 0.2 0.5022
C -9.438 15.961 -9.757 -0.2 0.4 0.3 -1.0543
Cl -9.783 15.933 -11.485 -0.1 0.1 -0.1 0.4964
H -10.370 15.844 -9.205 0.2 -0.2 -0.2 0.0282
H -8.994 16.920 -9.490 0.0 -0.2 -0.2 0.0275
Cl -13.022 15.393 -18.791 0.0 0.3 0.1 0.5229
C -11.631 14.745 -17.966 1.2 -0.7 0.1 -1.0208
Cl -10.753 13.558 -19.027 -0.5 0.2 0.5 0.4464
H -10.844 15.456 -17.717 -0.5 0.4 -0.3 0.0236
H -11.930 14.274 -17.029 -0.1 -0.3 -0.4 0.0279
Cl -14.059 12.193 -7.230 0.1 -0.2 0.1 0.4972
C -15.517 12.700 -8.077 -0.2 0.3 0.3 -1.0267
Cl -15.548 14.472 -8.239 0.0 -0.1 -0.4 0.4784
H -15.517 12.192 -9.042 -0.2 0.4 0.1 0.0291
H -16.400 12.488 -7.472 0.3 -0.4 -0.2 0.0219
```
Positions in Å, forces in eV/Å.

=====

Below is one molecule with the formula C2H7N5 in a non-equilibrium geometry, with properties calculated with ωB97M-V/def2-TZVPD.

Calculated values
SMILES: [H]/N=C(/NN)NN=C
Relative energy (zero: lowest compared OMol25 entry of this formula, charge and spin) (kJ/mol): 359.8
Highest occupied orbital energy (eV): -9.040

The geometry in XYZ format:
```
14
Properties=species:S:1:pos:R:3:forces:R:3:lowdin_charge:R:1
H 0.067 -0.732 -2.700 -1.0 1.4 1.0 0.0515
N -0.348 0.133 -2.228 0.3 -1.9 2.4 0.0752
C -0.494 -0.076 -0.914 0.9 -1.1 -2.8 -0.5333
N -0.598 0.979 -0.111 -1.0 2.2 -0.6 -0.0906
N -1.057 0.984 1.216 -0.2 1.4 0.9 0.0188
N -0.420 -1.311 -0.196 1.0 -2.3 -3.0 -0.0240
N 0.824 -1.578 0.368 3.2 2.6 2.7 -0.0687
C 1.559 -0.635 0.919 1.6 -2.8 -0.6 -0.0591
H -0.675 1.806 -0.711 -0.1 0.0 0.7 0.1455
H -0.550 1.790 1.639 -0.4 -1.1 -0.1 0.0952
H -2.069 1.238 1.377 1.2 -0.6 -1.0 0.1062
H -0.267 -2.099 -0.929 -1.8 1.8 1.2 0.1494
H 1.314 0.407 1.044 -0.3 0.1 -0.1 0.0226
H 2.714 -0.906 1.227 -3.3 0.3 -0.7 0.1113
```
Positions in Å, forces in eV/Å.

=====

Below is a 2-piece molecular cluster, C4H8O3 overall, with properties calculated with ωB97M-V/def2-TZVPD.

Calculated values
SMILES: O=CC(=O)CCO.[H][H]
Relative energy (zero: lowest compared OMol25 entry of this formula, charge and spin) (kJ/mol): 267.6
Highest occupied orbital energy (eV): -10.023

The geometry in XYZ format:
```
15
Properties=species:S:1:pos:R:3:forces:R:3:lowdin_charge:R:1
O -1.886 2.233 -1.470 0.1 -0.3 0.5 0.1031
C -1.579 1.582 -0.508 -0.2 0.3 -0.4 -0.1736
C -0.199 0.906 -0.390 0.4 0.0 -0.3 -0.3633
O 0.584 0.977 -1.310 -0.3 0.0 0.4 0.1144
C 0.075 0.169 0.897 0.0 0.0 0.0 -0.1296
C 1.416 -0.559 0.868 0.0 0.2 0.3 -0.2635
O 1.482 -1.491 -0.188 0.1 0.1 -0.2 -0.0884
H -2.272 1.424 0.347 0.1 0.0 -0.1 0.1271
H 0.029 0.889 1.728 0.0 -0.1 -0.1 0.1348
H -0.745 -0.543 1.064 0.1 0.1 0.0 0.1235
H 2.231 0.176 0.803 -0.1 -0.1 0.0 0.1249
H 1.547 -1.122 1.797 0.0 0.1 -0.1 0.1213
H 1.549 -0.972 -1.003 0.0 -0.2 0.1 0.0752
H -0.785 -1.874 -1.148 -0.1 0.0 -0.1 0.0344
H -1.446 -1.795 -1.485 0.1 0.0 0.0 0.0596
```
Positions in Å, forces in eV/Å.

=====

Below is an isolated ion of composition C5H9N2O2 and charge +1 in a non-equilibrium geometry, with properties calculated with ωB97M-V/def2-TZVPD.

Calculated values
Total charge: +1
SMILES: CC/C(C)=[NH+]\C(=O)N=O
Relative energy (zero: lowest compared OMol25 entry of this formula, charge and spin) (kJ/mol): 643.7
Highest occupied orbital energy (spin up / spin down) (eV): -14.454 / -14.476

The geometry in XYZ format:
```
18
Properties=species:S:1:pos:R:3:forces:R:3:lowdin_charge:R:1
C 0.563 2.154 0.329 0.8 0.7 0.6 -0.0632
C 0.501 0.774 -0.337 -1.9 -0.1 2.6 -0.1513
C -0.204 -0.330 0.415 0.3 -0.9 -3.1 -0.1879
C -0.845 -0.242 1.685 1.3 2.4 0.6 0.0363
N -0.511 -1.448 -0.228 -0.3 -0.8 3.0 0.1921
C -0.296 -1.838 -1.646 -1.8 2.5 1.7 -0.4548
O -1.234 -2.128 -2.286 -0.1 -0.8 -1.1 0.2356
N 1.038 -1.899 -1.785 3.1 -1.8 -0.6 0.1214
O 1.954 -1.146 -1.895 -1.0 0.0 -0.4 0.1593
H -0.340 2.740 0.052 0.5 -0.4 0.6 0.0949
H 1.392 2.591 -0.269 -0.4 0.4 0.9 0.0930
H 0.800 2.229 1.480 -0.4 -0.3 -2.4 0.1260
H -0.205 0.869 -1.130 -0.1 0.2 -1.4 0.1378
H 1.444 0.446 -0.673 1.0 -0.4 -0.5 0.0931
H -1.073 -1.186 2.010 -0.5 -2.3 1.4 0.0734
H -1.793 0.224 1.450 -0.3 0.8 0.5 0.1485
H -0.166 0.291 2.367 -0.9 0.1 0.1 0.1297
H -1.025 -2.102 0.464 0.8 0.7 -2.4 0.2161
```
Positions in Å, forces in eV/Å.

=====

Below is a 2-piece molecular cluster, C10H10BrNS overall in a non-equilibrium geometry, with properties calculated with ωB97M-V/def2-TZVPD.

Calculated values
Relative energy (zero: lowest compared OMol25 entry of this formula, charge and spin) (kJ/mol): 332.4
Highest occupied orbital energy (spin up / spin down) (eV): -7.822 / -7.988

The geometry in XYZ format:
```
23
Properties=species:S:1:pos:R:3:forces:R:3:lowdin_charge:R:1
C -1.777 0.559 -0.251 -1.3 0.8 0.4 -0.4626
C 2.178 1.397 2.112 1.4 0.3 1.8 -0.0988
C 2.729 0.485 1.196 0.5 3.4 1.2 -0.1065
C 0.875 1.272 2.632 1.3 1.0 1.8 -0.1053
C 1.881 -0.378 0.640 -0.5 -1.2 -1.1 -0.1775
C 0.117 0.216 2.188 -3.2 -0.6 -0.9 -0.1155
C 0.605 -0.536 1.125 -0.2 -1.5 -0.6 -0.1567
C -2.300 -1.523 -2.423 0.8 -0.3 -3.5 -0.1211
C -0.818 -1.380 -2.583 -1.8 2.8 2.6 -0.4268
C -0.803 0.986 -1.119 1.4 -1.2 -1.4 -1.0580
N -2.678 0.421 0.466 0.1 -0.5 0.1 0.1753
S 0.116 -0.127 -2.053 -1.1 0.6 -0.2 1.0200
Br -0.152 2.748 -0.983 0.1 -0.2 0.0 0.7284
H 2.917 2.101 2.600 -1.2 -0.5 -0.7 0.1153
H 3.733 0.695 0.852 0.0 -0.4 -0.1 0.1063
H 0.581 1.912 3.548 0.3 -1.0 -1.9 0.1329
H 2.179 -0.868 -0.262 0.2 -0.8 -0.2 0.0811
H -1.016 0.083 2.419 2.3 0.2 0.1 0.1260
H -2.597 -2.515 -2.769 0.1 0.0 -0.1 0.0815
H -2.720 -1.418 -1.502 -0.8 0.7 2.7 0.0162
H -2.778 -0.791 -3.136 0.3 -0.4 0.7 0.1196
H -0.372 -1.992 -3.246 1.9 -2.1 -1.8 0.0147
H 0.100 -1.349 0.549 -0.5 0.9 1.1 0.1115
```
Positions in Å, forces in eV/Å.

=====

Below is one molecule with the formula C6H8N4O in a non-equilibrium geometry, with properties calculated with ωB97M-V/def2-TZVPD.

Calculated values
Relative energy (zero: lowest compared OMol25 entry of this formula, charge and spin) (kJ/mol): 705.8
Highest occupied orbital energy (spin up / spin down) (eV): -7.729 / -7.728

The geometry in XYZ format:
```
19
Properties=species:S:1:pos:R:3:forces:R:3:lowdin_charge:R:1
C 0.404 1.440 2.724 1.2 -1.0 4.1 0.1028
C 0.264 1.767 1.598 -1.7 0.5 -2.4 -0.1400
C 0.075 -1.664 -0.458 3.7 0.7 0.5 0.0393
C 1.484 -2.128 -0.430 -2.8 0.5 0.7 -0.4457
C -1.910 0.544 -1.137 0.4 -0.6 -0.9 -0.0447
C -0.419 1.835 0.290 -0.3 1.4 -1.9 -0.1975
N 1.410 0.086 -0.090 0.5 1.4 0.9 0.0759
N 1.961 -3.281 -0.557 -0.5 -0.2 -0.4 0.1213
N 0.199 -0.339 -0.195 -0.7 -3.2 -2.2 -0.1534
N -0.872 0.492 -0.140 0.9 2.2 2.2 -0.1660
O 2.227 -1.026 -0.005 -1.3 0.3 -0.9 0.0281
H 0.648 1.110 3.770 -0.4 0.7 -1.9 0.0686
H -0.744 -2.267 -0.692 -1.2 -0.2 0.0 0.0946
H -2.776 0.984 -0.611 0.1 -0.6 -0.4 0.0938
H -1.629 1.309 -1.945 -0.4 -1.5 0.5 0.1112
H -2.063 -0.550 -1.439 -0.2 2.0 -0.2 0.1087
H 0.178 2.289 -0.594 -0.3 -0.6 1.6 0.1394
H -1.347 2.495 0.269 1.1 -0.9 0.7 0.1364
H 2.909 -3.095 -0.356 2.0 -0.8 0.1 0.0273
```
Positions in Å, forces in eV/Å.

=====

Below is a 2-piece molecular cluster, C9H10N2O3S overall in a non-equilibrium geometry, with properties calculated with ωB97M-V/def2-TZVPD.

Calculated values
SMILES: C[NH2+]C=C1C=CC(=[N+]([O-])[O-])C=C1.O=C=S
Relative energy (zero: lowest compared OMol25 entry of this formula, charge and spin) (kJ/mol): 490.4
Highest occupied orbital energy (spin up / spin down) (eV): -6.700 / -6.700

The geometry in XYZ format:
```
25
Properties=species:S:1:pos:R:3:forces:R:3:lowdin_charge:R:1
C 0.804 0.305 2.318 4.3 2.7 0.4 0.0109
N 1.148 0.601 0.898 -1.7 0.5 0.6 -0.0570
C 0.737 -0.512 0.099 0.3 -2.3 -1.3 -0.1899
C -0.360 -0.418 -0.803 0.8 -0.2 0.6 -0.2876
C -0.813 -1.591 -1.461 0.3 0.3 -0.5 -0.0782
C -1.754 -1.496 -2.458 -1.0 -1.5 -0.6 -0.0126
C -2.521 -0.324 -2.588 0.2 0.1 1.0 -0.1820
N -3.613 -0.360 -3.524 0.9 -1.0 0.7 -0.3907
O -3.833 -1.454 -4.029 -0.7 0.3 -0.6 0.0262
O -4.217 0.656 -3.746 -0.8 0.8 -0.3 0.0691
C -2.273 0.779 -1.737 1.6 -0.2 -1.5 0.0040
C -1.049 0.791 -1.108 0.6 -0.4 2.0 -0.0548
H -0.187 0.123 2.317 -3.1 -0.8 0.5 0.0617
H 1.462 -0.510 2.576 -0.4 -0.5 0.2 0.0967
H 1.129 1.173 2.965 -0.6 -0.7 -0.5 0.1176
H 0.763 1.476 0.554 -1.6 -0.1 0.1 0.1452
H 2.048 0.976 0.784 2.9 -0.7 0.0 0.1113
H 1.198 -1.522 0.438 -0.9 2.1 -0.7 0.1467
H -0.294 -2.494 -1.185 -0.1 -0.4 -0.4 0.1023
H -2.075 -2.378 -3.142 0.8 1.6 1.5 0.1512
H -2.794 1.703 -1.708 -0.9 0.4 -0.5 0.1056
H -0.621 1.641 -0.541 -1.1 0.1 -0.7 0.0959
O 3.321 0.755 -1.029 -1.3 -1.0 -1.4 0.0295
C 2.799 0.081 -1.858 1.8 1.3 2.0 -0.8676
S 2.367 -0.820 -3.026 -0.5 -0.3 -0.6 0.8465
```
Positions in Å, forces in eV/Å.

=====

Below is one molecule with the formula C5H10 in a non-equilibrium geometry, with properties calculated with ωB97M-V/def2-TZVPD.

Calculated values
SMILES: C1CCCC1
Relative energy (zero: lowest compared OMol25 entry of this formula, charge and spin) (kJ/mol): 80.9
Highest occupied orbital energy (eV): -10.870

The geometry in XYZ format:
```
15
Properties=species:S:1:pos:R:3:forces:R:3:lowdin_charge:R:1
C -1.065 0.532 -0.150 -0.1 0.4 0.5 -0.2361
C 0.260 1.287 -0.084 0.0 -0.3 0.0 -0.2191
C 1.216 0.141 -0.466 0.2 0.2 0.2 -0.1893
C 0.532 -1.175 0.144 -0.1 0.0 0.4 -0.1612
C -0.935 -0.803 0.564 0.4 0.1 -0.3 -0.2046
H -1.003 0.195 -1.181 -1.1 0.5 -0.6 0.1091
H -1.935 1.134 0.130 0.0 -0.2 -0.4 0.1112
H 0.205 2.072 -0.849 0.4 -0.1 0.2 0.1026
H 0.559 1.757 0.856 -0.4 -0.1 0.2 0.1046
H 2.141 0.190 0.079 0.6 0.4 0.1 0.0775
H 1.509 0.378 -1.518 -0.6 -1.5 0.4 0.1126
H 1.096 -1.383 1.063 0.0 -0.1 -0.3 0.0929
H 0.528 -2.123 -0.410 0.3 0.5 -0.3 0.0964
H -1.101 -0.754 1.649 0.3 0.1 -0.2 0.1017
H -1.685 -1.505 0.160 0.4 0.2 0.2 0.1018
```
Positions in Å, forces in eV/Å.

=====

Q: What is the relative energy (zero: lowest compared OMol25 entry of this formula, charge and spin) in the first record?
A: 82.7 kJ/mol

=====

Q: What is the relative energy (zero: lowest compared OMol25 entry of this formula, charge and spin) in the fourth record?
A: 643.7 kJ/mol

=====

Q: Which value of relative energy (zero: lowest compared OMol25 entry of this formula, charge and spin) does entry 1 give?
A: 82.7 kJ/mol